(1)
Below is a molecular structure, C8H13BN2Sr, with properties calculated with wB97M-V/def2-TZVPD.

Computed properties:
- HOMO level: 0.90 eV
- Gap between HOMO and LUMO: 4.35 eV
- Charge: -2
- DFT total energy: -477.65033 Eh
- ΔE to the lowest compared entry with this formula, charge and spin: 0.0 kJ/mol

Element x y z (Å)
C  -0.67  -0.97  -2.76
C  -1.36  0.28  -2.75
C  -2.44  0.17  -1.83
C  -2.42  -1.14  -1.27
C  -1.32  -1.84  -1.85
Sr  0.09  0.14  -0.09
N  2.15  -0.76  -0.26
C  2.84  0.52  -0.69
C  2.04  1.68  -1.11
H  -3.20  0.94  -1.64
H  -1.13  1.13  -3.39
H  -3.15  -1.55  -0.57
H  -1.07  -2.89  -1.67
H  0.18  -1.23  -3.40
H  1.94  1.87  -2.18
H  3.49  0.89  0.15
H  2.86  -1.47  -0.06
H  1.98  2.52  -0.41
H  3.52  0.28  -1.54
B  -0.80  0.25  5.07
C  -0.57  0.19  3.54
N  -0.40  0.14  2.38
H  -0.65  1.42  5.42
H  0.02  -0.47  5.61
H  -1.93  -0.12  5.30

=====

(2)
Below is a molecular structure, C8H13BN2Ti, with properties calculated with wB97M-V/def2-TZVPD.

Computed properties:
- 2S+1: 2
- <S²>: 0.756
- HOMO level (alpha / beta): -2.47 / -4.65 eV
- Gap between HOMO and LUMO (alpha / beta): 5.53 / 7.70 eV
- Charge: -1
- DFT total energy: -1296.49137 Eh

Element x y z (Å)
C  -0.22  2.17  -1.43
C  -0.79  1.11  -2.21
C  0.23  0.13  -2.45
C  1.43  0.57  -1.79
C  1.15  1.83  -1.15
Ti  -0.20  0.32  -0.10
N  -0.35  1.33  1.44
C  -1.82  0.90  1.45
C  -2.21  0.13  0.21
H  0.13  -0.77  -3.06
H  -1.80  1.07  -2.60
H  2.40  0.08  -1.83
H  1.87  2.45  -0.62
H  -0.72  3.10  -1.16
H  -2.88  0.69  -0.45
H  -2.02  0.32  2.38
H  -0.01  1.75  2.30
H  -2.57  -0.88  0.42
H  -2.43  1.81  1.56
B  2.04  -3.40  1.77
C  1.35  -2.27  1.01
N  0.81  -1.40  0.43
H  1.26  -4.34  1.83
H  2.32  -3.00  2.89
H  3.04  -3.71  1.15

=====

(3)
Below is a molecular structure, C8H13ClI2MgNO2, with properties calculated with wB97M-V/def2-TZVPD.

Computed properties:
- HOMO level: -12.90 eV
- Gap between HOMO and LUMO: 6.29 eV
- Charge: +1
- DFT total energy: -1773.27739 Eh

Element x y z (Å)
C  1.36  -3.16  -0.29
C  1.54  -1.78  0.36
C  1.23  -0.64  -0.58
Cl  2.67  -0.34  -1.59
C  0.80  0.63  0.16
N  -0.24  1.43  -0.52
C  -1.40  1.65  0.31
I  -1.72  3.81  0.66
C  -2.68  1.01  -0.17
C  -2.48  -0.48  -0.39
I  -3.43  1.98  -1.91
C  2.04  1.53  0.50
O  2.98  1.03  1.11
O  1.97  2.80  0.21
H  2.32  -3.62  -0.48
H  0.82  -3.13  -1.23
H  0.86  -3.83  0.40
H  2.58  -1.69  0.66
H  0.95  -1.73  1.26
H  0.44  -0.91  -1.27
H  0.43  0.27  1.11
H  0.18  2.29  -0.87
H  -1.25  1.27  1.33
H  -3.42  1.15  0.61
H  -2.39  -0.75  -1.43
H  -1.60  -0.85  0.13
H  -3.33  -1.00  0.02
Mg  0.76  3.06  1.87

=====

(4)
Below is 2 unconnected molecules or ions with the total composition C8H13ClNO2S, with properties calculated with wB97M-V/def2-TZVPD.

Computed properties:
- HOMO level: -13.18 eV
- Gap between HOMO and LUMO: 8.67 eV
- Charge: +1
- DFT total energy: -1375.88052 Eh
- ΔE to the lowest compared entry with this formula, charge and spin: 0.0 kJ/mol

Element x y z (Å)
C  3.67  0.72  -0.26
C  -3.16  -1.46  0.32
C  -1.99  -2.49  0.59
C  -2.47  -0.16  0.67
C  -0.77  -1.72  -0.03
C  -1.05  -0.25  0.15
C  0.52  -2.14  0.65
C  4.42  2.74  -1.35
N  3.49  1.95  -0.68
O  2.53  0.37  0.19
O  -0.32  0.70  -0.03
S  1.72  1.74  -0.39
Cl  -0.82  -2.16  -1.78
H  4.60  0.24  -0.13
H  -3.34  -1.41  -0.72
H  -4.03  -1.57  1.06
H  -1.81  -2.55  1.61
H  -2.15  -3.37  -0.04
H  -3.03  0.70  0.13
H  -2.23  0.09  1.71
H  1.30  -2.03  -0.10
H  0.32  -3.19  0.85
H  0.67  -1.51  1.52
H  4.52  2.72  -2.44
H  4.08  3.78  -1.29
H  5.50  2.74  -0.98

=====

(5)
Below is 2 unconnected molecules or ions with the total composition C8H13F8NO6P2, with properties calculated with wB97M-V/def2-TZVPD.

Computed properties:
- Structure (SMILES): FC(F)C(F)(F)COC(F)(F)C(F)F.CCOCP(ON=O)#P(O)O
- HOMO level: -8.78 eV
- Gap between HOMO and LUMO: 8.34 eV
- DFT total energy: -2300.40002 Eh
- ΔE to the lowest compared entry with this formula, charge and spin: 0.0 kJ/mol

Element x y z (Å)
C  2.86  3.94  1.52
C  3.21  3.21  0.24
O  2.62  1.92  0.11
C  3.07  0.97  1.05
P  1.90  0.76  2.47
O  1.13  -0.66  2.00
N  -0.28  -0.59  1.69
O  -0.61  0.44  1.28
P  3.23  -0.19  4.02
O  2.86  0.89  5.23
O  4.71  0.41  3.64
H  3.45  4.86  1.58
H  1.81  4.19  1.56
H  3.09  3.35  2.41
H  2.83  3.77  -0.62
H  4.30  3.13  0.12
H  4.07  1.21  1.43
H  3.13  0.01  0.54
H  1.99  1.30  5.12
H  4.81  1.33  3.92
C  -2.32  -0.85  -1.49
C  -3.43  -1.46  -0.63
C  -3.34  -2.96  -0.31
F  -3.32  -3.70  -1.43
F  -4.42  -3.31  0.42
F  -4.64  -1.17  -1.15
F  -3.34  -0.85  0.59
O  -2.58  -0.71  -2.87
C  -2.31  -1.69  -3.77
C  -3.57  -2.18  -4.50
F  -4.52  -2.56  -3.63
F  -3.24  -3.25  -5.27
F  -1.63  -2.72  -3.22
F  -1.52  -1.16  -4.73
H  -2.24  0.18  -1.13
H  -1.37  -1.33  -1.30
H  -2.44  -3.16  0.28
H  -3.96  -1.38  -5.14

=====

(6)
Below is a single C8H13N molecule, with properties calculated with wB97M-V/def2-TZVPD.

Computed properties:
- Structure (SMILES): C=C(C)[C@@]1(C)N=C1CC
- HOMO level: -8.83 eV
- Gap between HOMO and LUMO: 9.69 eV
- DFT total energy: -367.26464 Eh
- ΔE to the lowest compared entry with this formula, charge and spin: 295.3 kJ/mol

Element x y z (Å)
C  -1.38  -1.60  -0.92
C  0.00  2.40  0.45
C  1.70  -1.39  1.02
C  -0.52  -0.73  -0.02
C  -1.05  0.52  0.53
C  0.96  -0.89  -0.19
C  -1.60  1.84  0.33
C  1.56  -0.68  -1.36
N  -1.05  -0.46  1.35
H  -1.20  -1.37  -1.97
H  -2.44  -1.44  -0.71
H  -1.15  -2.65  -0.76
H  -0.02  3.35  -0.08
H  0.87  1.90  0.03
H  0.18  2.59  1.51
H  2.78  -1.37  0.87
H  1.38  -2.41  1.25
H  1.44  -0.79  1.89
H  -1.87  2.07  -0.70
H  -2.24  2.18  1.15
H  2.62  -0.79  -1.48
H  1.02  -0.27  -2.20

=====

(7)
Below is a molecular structure, C8H13N2O, with properties calculated with wB97M-V/def2-TZVPD.

Computed properties:
- HOMO level: -14.89 eV
- Gap between HOMO and LUMO: 8.59 eV
- Charge: +1
- DFT total energy: -496.93248 Eh
- ΔE to the lowest compared entry with this formula, charge and spin: 573.4 kJ/mol

Element x y z (Å)
C  2.54  -0.24  1.81
C  1.43  0.78  1.48
C  -1.85  0.00  -1.41
C  -1.83  -0.82  -0.10
C  -0.44  0.21  -1.93
C  -0.95  -0.22  0.94
C  0.45  0.93  -0.89
C  0.52  0.06  0.45
N  2.59  -1.30  1.20
N  1.08  -1.16  0.20
O  0.88  -2.04  -0.58
H  3.39  0.20  2.45
H  0.69  1.09  2.32
H  1.91  1.63  1.24
H  -2.51  -0.69  -2.19
H  -2.37  0.99  -1.15
H  -2.90  -0.63  0.34
H  -1.67  -1.93  -0.26
H  0.11  -0.74  -2.33
H  -0.37  0.83  -2.70
H  -1.28  0.77  1.17
H  -0.91  -0.70  1.92
H  1.48  1.06  -1.23
H  -0.01  1.92  -0.77

=====

(8)
Below is a gas-phase ion, C8H13N2O (charge +1), with properties calculated with wB97M-V/def2-TZVPD.

Computed properties:
- Structure (SMILES): CC/C(C)=C(/[O-])CC=[N+]=C=[NH2+]
- HOMO level: -13.62 eV
- Gap between HOMO and LUMO: 8.67 eV
- Charge: +1
- DFT total energy: -497.07030 Eh
- ΔE to the lowest compared entry with this formula, charge and spin: 211.6 kJ/mol

Element x y z (Å)
C  2.17  1.33  -0.94
C  0.20  1.48  0.60
C  1.83  -0.70  0.08
C  1.58  2.10  0.16
C  -0.10  0.05  0.31
C  -0.68  -0.72  1.45
C  -2.23  0.09  -1.02
C  -0.72  -0.15  -1.06
N  2.37  0.08  -0.76
N  2.21  -1.75  0.73
O  -0.57  2.21  1.16
H  2.38  1.74  -1.92
H  2.18  2.05  1.07
H  1.43  3.15  -0.09
H  -0.05  -0.67  2.34
H  -0.87  -1.75  1.18
H  -1.63  -0.24  1.71
H  -2.62  0.06  -2.04
H  -2.47  1.06  -0.59
H  -2.73  -0.68  -0.44
H  -0.26  0.54  -1.78
H  -0.55  -1.17  -1.40
H  1.55  -2.34  1.20
H  3.18  -2.04  0.73